# 1
Computed, not measured: C17H29N3S2SiSr as an isolated structure, with ωB97M-V with the def2-TZVPD basis set.

XYZ file:
```
53
C17H29N3S2SiSr | the OMol25 dataset | ωB97M-V with the def2-TZVPD basis set
Sr -0.803 0.773 -2.250
C 3.313 3.800 -1.604
S 2.108 4.104 -2.906
C 1.492 2.509 -3.259
S 0.129 2.479 -4.346
N 2.140 1.504 -2.721
N 1.476 0.306 -2.834
C 2.103 -0.794 -2.837
C 1.278 -2.026 -2.799
C 1.887 -3.267 -2.735
C 1.094 -4.404 -2.675
C -0.279 -4.259 -2.689
C -0.805 -2.975 -2.755
N -0.062 -1.875 -2.806
H 3.921 4.702 -1.542
H 3.943 2.952 -1.853
H 2.823 3.623 -0.649
H 3.189 -0.849 -2.856
H 2.967 -3.334 -2.722
H 1.546 -5.386 -2.615
H -0.943 -5.110 -2.643
H -1.880 -2.833 -2.755
C 1.208 0.886 1.234
Si -0.640 0.511 0.852
C -0.863 -1.284 1.578
C 0.241 -2.152 0.959
C -2.207 -1.878 1.146
C -0.747 -1.401 3.099
C -1.571 1.869 1.889
C -1.156 3.227 1.305
C -3.085 1.732 1.714
C -1.248 1.904 3.385
H 1.482 0.723 2.282
H 1.455 1.922 0.988
H 1.870 0.264 0.625
H 0.256 -2.082 -0.134
H 0.081 -3.207 1.217
H 1.233 -1.874 1.319
H -2.300 -1.898 0.054
H -3.057 -1.311 1.531
H -2.311 -2.910 1.504
H 0.123 -0.869 3.493
H -0.649 -2.454 3.395
H -1.631 -1.010 3.603
H -1.302 3.279 0.219
H -0.109 3.460 1.503
H -1.759 4.029 1.747
H -3.372 1.751 0.657
H -3.612 2.556 2.212
H -3.464 0.800 2.139
H -0.171 1.881 3.573
H -1.696 1.071 3.925
H -1.636 2.826 3.837
```

For the max |F|, the calculation gives 0.96 eV/A. The net charge is 0. Its energy is -52953.9638 eV.

# 2
Computed, not measured: a 3-piece molecular cluster, C17H30B3F6NO8 overall in a non-equilibrium geometry, with ωB97M-V with the def2-TZVPD basis set.

XYZ file:
```
65
C17H30B3F6NO8 | the OMol25 dataset | ωB97M-V with the def2-TZVPD basis set
C -4.946 2.461 -3.912
C -4.829 1.538 -4.868
B -4.755 0.048 -4.468
O -4.319 -0.943 -5.338
B -3.742 -2.004 -4.661
N -3.857 -3.365 -5.158
O -3.071 -1.712 -3.462
B -3.769 -0.857 -2.627
C -3.232 -0.412 -1.232
C -2.821 -1.568 -0.305
C -1.906 -1.081 0.826
C -0.445 -0.901 0.369
C 0.092 0.512 0.600
O 1.489 0.448 0.789
C 2.115 1.719 0.731
C 2.358 2.191 -0.705
O -4.974 -0.369 -3.152
H -5.354 2.180 -2.947
H -4.608 3.484 -4.031
H -4.714 1.841 -5.904
H -3.055 -3.917 -4.870
H -4.653 -3.818 -4.718
H -3.938 0.266 -0.746
H -2.328 0.187 -1.426
H -3.688 -2.107 0.082
H -2.261 -2.281 -0.920
H -1.958 -1.753 1.685
H -2.288 -0.113 1.166
H -0.362 -1.124 -0.699
H 0.220 -1.566 0.922
H -0.390 0.942 1.490
H -0.151 1.156 -0.257
H 3.077 1.609 1.230
H 1.509 2.466 1.256
H 2.533 1.336 -1.361
H 1.528 2.773 -1.108
H 3.261 2.802 -0.725
C 2.511 -6.377 0.084
C 1.424 -5.629 -0.654
O 0.165 -5.700 0.051
C 0.017 -4.850 1.053
O 0.802 -4.038 1.438
C -1.390 -5.009 1.668
F -1.705 -6.293 1.855
F -2.301 -4.469 0.847
F -1.457 -4.385 2.839
H 2.210 -7.410 0.260
H 3.427 -6.375 -0.505
H 2.719 -5.916 1.048
H 1.226 -6.080 -1.623
H 1.690 -4.584 -0.812
C 4.714 4.995 5.595
C 3.797 5.980 4.906
O 4.211 6.218 3.542
C 3.835 5.312 2.656
O 3.193 4.326 2.859
C 4.322 5.740 1.253
F 5.589 6.159 1.286
F 3.560 6.746 0.802
F 4.235 4.731 0.394
H 5.748 5.337 5.544
H 4.429 4.893 6.641
H 4.659 4.013 5.125
H 3.841 6.956 5.383
H 2.762 5.642 4.915
```

For the max |F|, the calculation gives 1.04 eV/A. The net charge is 0. Its energy is -54327.8524 eV. As for the structure (SMILES): C=CB1OB(N)OB(CCCCCOCC)O1.CCOC(=O)C(F)(F)F.CCOC(=O)C(F)(F)F.

# 3
Computed, not measured: a 3-piece molecular cluster, C17H30BN2O11PS overall, with ωB97M-V with the def2-TZVPD basis set.

XYZ file:
```
63
C17H30BN2O11PS | the OMol25 dataset | ωB97M-V with the def2-TZVPD basis set
H 1.699 0.159 3.724
N 2.661 0.301 3.420
C 2.726 0.561 2.173
C 4.095 0.884 1.612
C 1.496 0.699 1.279
C 1.195 -0.315 0.137
P -0.350 0.365 -0.644
S -1.111 -0.356 -2.282
C 0.791 -1.773 0.567
C 0.298 -1.986 2.002
N 0.435 -3.378 2.406
C 1.698 -3.694 3.073
O 1.962 -2.588 0.304
C 3.003 -1.791 -0.024
O 4.143 -2.041 0.225
C 2.392 -0.598 -0.764
O 1.944 -1.061 -2.018
B 2.824 -1.433 -3.026
O 4.111 -0.972 -3.141
O 2.369 -2.308 -3.973
H 4.098 1.086 0.544
H 4.784 0.075 1.852
H 4.448 1.786 2.124
H 1.564 1.691 0.809
H 0.617 0.725 1.933
H -1.225 0.204 0.437
H -0.143 1.748 -0.688
H 0.000 -2.156 -0.089
H -0.769 -1.731 2.000
H 0.794 -1.314 2.706
H -0.337 -3.610 3.013
H 2.454 -3.991 2.341
H 2.101 -2.844 3.640
H 1.549 -4.533 3.755
H 3.067 0.245 -0.908
H 4.268 -0.109 -2.746
H 1.540 -2.715 -3.698
C -5.199 -3.600 -2.332
C -4.865 -3.340 -0.889
C -5.939 -2.677 -0.054
O -5.160 -2.002 0.947
C -3.951 -1.730 0.402
O -3.136 -1.022 0.904
O -3.804 -2.369 -0.769
H -4.326 -3.975 -2.863
H -5.993 -4.343 -2.400
H -5.526 -2.683 -2.825
H -4.520 -4.254 -0.398
H -6.635 -3.365 0.417
H -6.487 -1.924 -0.626
C -1.747 6.211 -0.901
C -0.420 5.645 -0.476
C 0.810 6.422 -0.893
O 1.807 5.390 -0.948
C 1.178 4.228 -1.226
O 1.722 3.212 -1.520
O -0.161 4.379 -1.121
H -2.554 5.526 -0.646
H -1.925 7.158 -0.392
H -1.771 6.375 -1.978
H -0.401 5.465 0.603
H 1.113 7.195 -0.193
H 0.699 6.846 -1.894
```

For the max |F|, the calculation gives 0.90 eV/A. The net charge is 0. Its energy is -64422.6770 eV. As for the structure (SMILES): [H]/N=C(/C)C[C@]1([PH2]=S)[C@H](CNC)OC(=O)[C@H]1OB(O)O.C[C@@H]1COC(=O)O1.C[C@@H]1COC(=O)O1.